1.
A 3-piece molecular cluster, C37H65N4O11S overall in a non-equilibrium geometry. Source: the Open Molecules 2025 dataset; level of theory: the ωB97M-V functional and the def2-TZVPD basis.

Geometry as XYZ:
```
118
Properties=species:S:1:pos:R:3:forces:R:3:mulliken_charge:R:1
C 2.6332 0.6406 5.6586 -0.1 0.3 0.3 -1.29
C 1.6725 0.6145 4.4615 -0.4 -0.8 0.1 0.68
O 0.8327 -0.2730 4.4173 0.3 0.8 0.1 -0.52
N 1.7012 1.6005 3.4243 0.1 -0.5 0.2 -0.25
C 2.8191 1.3657 2.4723 0.6 -0.4 0.8 -1.19
C 2.7387 -0.0313 1.7764 0.1 0.2 -0.7 0.00
C 2.7533 0.0477 0.1989 -0.1 -0.6 1.4 -1.08
C 2.4293 -1.4024 -0.3301 0.2 0.4 0.0 -0.92
C 1.2406 -1.4739 -1.2943 -1.0 0.0 -0.9 -0.04
C 0.0001 -0.8414 -0.9933 -0.1 0.5 -0.4 1.15
C -0.2593 -0.0826 0.3269 0.5 -0.7 0.1 -0.01
O -0.3755 -0.7217 1.3371 -0.3 0.6 -0.6 -0.59
O -0.3031 1.2824 0.2353 -0.9 -1.3 -0.2 -0.42
C -1.3446 1.8756 1.0369 -0.6 1.9 0.8 -0.75
C -2.7038 2.0284 0.3107 -0.3 -0.4 0.5 -0.47
C -3.6978 2.9817 1.0716 0.6 -1.1 -0.2 -0.74
S -4.7864 1.9847 2.1516 -3.0 0.0 -0.3 1.12
O -5.4285 0.9347 1.4025 2.0 -0.3 0.1 -0.59
O -5.7932 2.8270 2.7463 1.7 0.5 0.5 -0.60
O -3.7845 1.3343 3.2662 -0.2 1.0 -1.2 -0.38
C -1.1034 -0.9121 -1.9017 1.7 -0.8 -0.3 -0.34
O -2.3203 -0.3468 -1.6304 0.9 0.1 -0.4 -0.42
C -0.9006 -1.6070 -3.0978 -0.6 0.4 0.5 -0.09
N 0.2707 -2.2222 -3.4036 0.2 0.8 0.5 0.82
C 0.2992 -2.9163 -4.7165 -0.4 -1.5 -0.8 -0.71
C -0.7356 -4.1009 -4.6797 0.1 0.2 0.3 -0.75
C -0.6541 -4.9060 -3.3610 -0.6 -0.4 0.0 -0.35
O 0.6672 -5.4145 -3.1684 0.0 0.3 -0.1 -0.50
C 1.3194 -2.1872 -2.5409 0.8 0.1 0.9 1.12
C 2.6437 -2.9251 -2.8683 -0.3 -0.6 0.2 -2.20
O 3.5902 -2.0501 -3.4749 -0.6 -0.6 -0.5 -0.47
C 3.4826 -2.0546 -4.8665 -0.2 0.5 -2.1 0.07
C 3.7796 -3.2178 -5.6236 0.2 0.0 0.8 -0.31
C 3.6461 -3.2906 -7.0209 -0.2 0.8 -0.6 0.69
C 3.9251 -4.5602 -7.8482 -0.9 0.0 1.0 -1.36
C 3.1949 -2.1267 -7.7040 0.1 -0.1 1.4 -1.17
C 2.9135 -0.9497 -6.9660 0.2 -0.9 -0.3 -0.65
C 3.0530 -0.8815 -5.5512 -0.4 0.0 -0.1 0.78
C 2.7015 0.4301 -4.8012 0.7 1.0 0.0 1.55
C 2.6413 1.6653 -5.7631 0.2 -0.6 -0.5 -1.82
C 3.8035 0.7838 -3.7072 -0.6 -0.8 -0.6 -1.13
H 2.9721 1.6488 5.9549 0.0 -0.4 -0.5 0.37
H 3.5039 -0.0326 5.5295 -0.4 0.4 -0.2 0.28
H 2.0629 0.2316 6.5170 0.3 0.2 -0.6 0.38
H 0.8041 1.4753 2.9496 0.3 0.0 0.0 0.25
H 3.7369 1.3665 3.0992 -0.4 0.2 -0.4 0.42
H 2.9335 2.2104 1.7655 -0.4 -0.5 0.3 0.42
H 1.8391 -0.6091 2.0671 0.4 0.6 0.1 -0.15
H 3.6002 -0.6467 2.1188 -0.5 0.3 -0.4 0.48
H 3.7717 0.3814 -0.0689 -0.6 -0.2 -0.4 0.66
H 2.0228 0.8031 -0.1506 0.5 -0.4 0.1 0.38
H 2.1864 -2.0605 0.5345 0.0 0.4 -0.5 0.60
H 3.3683 -1.7984 -0.7493 -0.7 0.1 -0.1 0.28
H -0.9897 2.8991 1.2906 0.1 -0.7 -0.2 0.57
H -1.5179 1.3642 2.0019 0.4 -0.2 -0.6 0.50
H -3.1934 1.0313 0.3131 0.3 0.6 -0.5 0.37
H -2.6043 2.4156 -0.7219 0.2 -0.3 0.6 0.30
H -4.3834 3.3987 0.3104 0.2 0.0 0.8 0.38
H -3.1916 3.7590 1.6738 -0.4 -0.2 -0.3 0.24
H -3.2478 2.0924 3.5731 -0.2 -0.4 0.4 0.35
H -2.4770 0.3054 -2.3343 -0.4 -0.2 0.3 0.37
H -1.7406 -1.6677 -3.8068 0.7 -0.1 0.2 0.50
H 0.0795 -2.2015 -5.5341 0.0 -0.2 0.7 0.48
H 1.2736 -3.3640 -4.9537 -0.2 0.6 0.5 0.02
H -0.5727 -4.7997 -5.5252 0.1 0.6 0.4 0.51
H -1.7550 -3.6858 -4.7978 0.4 -0.4 0.2 0.38
H -0.9626 -4.2828 -2.4909 0.2 -0.3 -0.4 0.19
H -1.3511 -5.7674 -3.4115 0.1 0.6 -0.1 0.48
H 0.6421 -6.2388 -2.6642 -0.1 0.3 -0.1 0.32
H 2.4360 -3.8360 -3.4630 0.1 0.6 0.2 0.27
H 3.1146 -3.3021 -1.9414 -0.5 0.3 -0.4 0.65
H 4.1318 -4.0897 -5.0407 -0.2 0.4 -0.5 0.42
H 3.5544 -5.4202 -7.2482 0.5 0.3 -0.4 0.34
H 3.2830 -4.5424 -8.7511 0.7 0.1 0.3 0.37
H 4.9904 -4.7028 -8.0912 -0.5 0.1 0.0 0.30
H 3.0569 -2.1822 -8.7915 0.1 0.2 0.5 0.37
H 2.5588 -0.0941 -7.5598 0.2 -0.3 0.6 0.29
H 1.7032 0.3536 -4.3172 0.5 -0.2 -0.1 -0.27
H 3.5432 1.6250 -6.4130 -0.4 0.2 0.4 0.44
H 1.7711 1.6415 -6.4494 0.3 0.1 0.5 0.35
H 2.6599 2.6204 -5.2047 -0.2 -0.6 -0.3 0.49
H 4.6659 0.1223 -3.9105 -0.2 0.6 0.4 0.27
H 4.1178 1.8374 -3.8070 -0.2 -0.5 0.3 0.49
H 3.3957 0.5603 -2.7025 0.5 0.3 -0.4 0.02
C -5.3695 8.5347 3.1738 -0.2 0.0 -0.1 -1.35
C -3.9387 8.8517 2.7505 -0.1 -0.2 0.3 0.31
C -3.1093 7.6023 2.4064 0.2 0.2 -0.2 -0.53
O -2.6467 6.8735 3.5333 -0.1 -0.2 -0.3 -0.43
C -3.5899 5.9726 4.0839 0.2 0.0 0.2 -0.66
N -3.3019 9.6580 3.7963 0.2 -0.2 -0.2 -0.72
H -5.4248 8.1341 4.1866 0.1 0.0 0.0 0.26
H -5.9770 9.4402 3.1563 0.1 0.0 0.0 0.35
H -5.8299 7.8127 2.4949 0.0 0.0 0.0 0.34
H -3.9979 9.4601 1.8426 0.1 0.0 0.0 0.41
H -2.2063 7.9324 1.8841 0.0 0.0 0.1 0.37
H -3.6482 6.9418 1.7132 -0.1 0.0 0.1 0.27
H -4.2240 5.5215 3.3135 -0.1 0.1 0.0 0.29
H -4.2057 6.4701 4.8348 -0.2 -0.1 -0.1 0.26
H -3.0383 5.1762 4.5893 0.1 0.1 0.0 0.26
H -2.3825 9.9496 3.4733 -0.1 0.1 0.0 0.27
H -3.0968 9.0384 4.5773 -0.1 0.1 0.0 0.31
C -2.1425 -3.4923 5.8903 -0.1 0.2 0.1 -1.31
C -1.0893 -4.5556 6.1855 -0.2 0.0 -0.4 0.36
C 0.1954 -4.3923 5.3557 0.2 -0.1 0.3 -0.48
O 0.0860 -4.8303 4.0088 0.1 0.2 0.0 -0.46
C -0.4876 -3.8832 3.1283 0.0 -0.2 -0.1 -0.40
N -1.6902 -5.8818 6.0073 0.3 0.0 0.0 -0.75
H -2.6513 -3.6629 4.9407 0.1 0.0 0.0 0.25
H -2.9088 -3.4947 6.6667 0.0 -0.1 0.0 0.35
H -1.6971 -2.4947 5.8654 0.0 0.0 0.0 0.26
H -0.8095 -4.4493 7.2382 0.1 -0.1 0.0 0.42
H 0.9675 -5.0246 5.8042 0.0 -0.1 -0.1 0.37
H 0.5715 -3.3621 5.3975 -0.1 0.1 -0.1 0.18
H -0.2147 -2.8574 3.3929 -0.1 0.0 0.1 0.15
H -1.5748 -3.9902 3.1040 0.0 0.2 0.0 0.25
H -0.1145 -4.0915 2.1223 0.1 0.0 0.0 0.24
H -1.0177 -6.5885 6.2953 -0.1 0.0 0.1 0.27
H -1.7897 -6.0385 5.0066 -0.1 0.0 0.1 0.31
```
Positions in Å, forces in eV/Å.

Results
HOMO ... -10.44 eV
Total charge ... +1



2.
A 10-piece molecular cluster, C37H66O21S3 overall in a non-equilibrium geometry. Source: the Open Molecules 2025 dataset; level of theory: the ωB97M-V functional and the def2-TZVPD basis.

Geometry as XYZ:
```
127
Properties=species:S:1:pos:R:3:forces:R:3:mulliken_charge:R:1
C 3.2164 -0.4529 4.4825 -1.0 1.0 0.3 -1.12
C 4.3202 -0.9289 5.4240 -1.3 -2.0 -5.5 0.74
C 5.4310 0.0205 5.5523 -0.8 -0.8 1.3 -0.44
O 5.2872 0.2136 6.9849 2.5 2.7 0.6 -0.35
C 4.5722 -0.7097 7.5913 -1.2 -2.6 2.3 0.63
O 4.4627 -1.0390 8.7682 0.8 1.9 -2.8 -0.57
O 3.9192 -1.4064 6.6305 -0.6 -0.4 1.1 -0.38
H 3.5295 -0.2777 3.4532 0.7 -0.2 0.0 0.44
H 2.8595 0.5303 4.7890 -0.2 0.1 0.3 -0.14
H 2.3270 -1.0728 4.3697 0.2 -0.4 0.5 0.51
H 4.7991 -1.6990 4.8193 -0.5 -1.1 0.4 0.12
H 5.2228 0.8502 4.8768 0.6 0.6 0.9 0.32
H 6.2813 -0.5954 5.2596 0.9 1.1 0.7 0.30
C 2.2947 3.5000 0.2628 1.6 0.1 1.0 -1.09
C 2.1654 4.5226 -0.8396 2.2 0.9 2.4 0.20
C 3.3159 4.6654 -1.8645 0.6 -0.9 2.5 -0.58
O 2.6710 4.9842 -3.0407 -3.1 -0.2 -0.4 -0.36
C 1.3178 4.5719 -2.8049 -2.4 0.0 -4.2 0.41
O 0.3914 4.5352 -3.6181 3.2 0.6 1.5 -0.55
O 1.1385 4.1596 -1.5797 -3.1 -1.7 -3.1 0.09
H 2.9868 2.6761 0.0886 0.5 0.2 -0.8 0.43
H 1.4185 2.9181 0.5490 -0.5 1.2 0.0 0.09
H 2.7683 4.0584 1.0702 -0.4 -0.3 0.7 0.19
H 1.8154 5.5051 -0.5231 0.9 0.4 1.2 0.41
H 3.7590 3.6705 -1.9098 0.4 0.0 -0.4 0.36
H 4.0525 5.3942 -1.5264 -0.1 0.1 -0.4 0.35
C -5.7279 -3.0714 2.4714 -0.4 0.7 1.6 -1.52
C -4.4329 -2.2236 2.4194 -5.3 -0.9 -2.2 0.54
C -3.5571 -2.1569 3.5565 2.2 -1.3 3.0 -0.36
O -2.2901 -2.4031 3.0030 1.4 -0.5 -2.9 -0.35
C -2.4831 -2.8343 1.6628 -0.4 1.9 2.7 0.36
O -1.6627 -2.9461 0.8616 3.5 -0.9 -2.0 -0.24
O -3.7523 -2.8966 1.3719 -0.5 0.6 0.4 -0.25
H -5.5256 -4.0359 2.9370 -0.1 0.0 0.1 0.36
H -6.2858 -3.2414 1.5506 0.8 0.2 -0.5 0.32
H -6.4522 -2.5050 3.0569 -0.1 -0.3 0.5 0.43
H -4.7862 -1.2265 2.1566 0.6 0.2 -0.7 0.22
H -3.6060 -2.9781 4.2715 -1.1 -0.1 0.2 0.24
H -3.4524 -1.2559 4.1610 -0.6 0.3 -0.5 0.25
C 0.5957 0.2259 1.4359 1.1 -0.9 0.9 -0.87
C 1.0939 0.3070 0.0223 1.5 -1.7 0.3 0.40
C 1.1148 -1.0212 -0.8325 -1.2 0.2 0.8 0.27
O 0.3874 -0.6378 -2.0312 -1.2 2.9 0.5 -0.45
C -0.2036 0.6565 -1.7774 -1.5 1.2 -2.6 0.23
O -0.9452 1.3506 -2.5247 2.9 -3.5 2.5 -0.48
O 0.1715 1.1068 -0.5735 -2.0 1.1 -2.8 0.60
H -0.3865 -0.2435 1.4922 0.1 -0.2 -0.2 0.00
H 0.5092 1.1880 1.9409 0.2 0.2 -0.3 0.22
H 1.3246 -0.3733 1.9814 -0.2 -0.2 0.4 0.21
H 2.0649 0.7756 -0.1378 0.2 0.1 0.6 -0.01
H 0.5578 -1.8075 -0.3228 -0.2 0.1 0.0 -0.22
H 2.0672 -1.4879 -1.0839 0.2 0.7 -0.1 0.08
O 0.1925 -6.3678 -0.6079 1.6 2.4 -0.5 -0.72
S 0.9910 -5.2172 -1.1191 -1.5 -0.9 -0.2 1.05
O 1.3464 -4.0251 -0.3478 -0.1 -1.8 0.0 -0.49
C 2.3998 -5.8851 -1.9878 1.9 0.9 -0.1 -0.54
C 2.0326 -6.2856 -3.4067 -1.8 -1.0 0.6 -0.92
C 0.8299 -5.3305 -3.8770 1.7 -0.6 0.8 -0.88
C 0.2112 -4.6250 -2.6146 -0.1 0.2 -1.5 -0.06
H 2.9421 -6.6164 -1.3884 -0.5 -0.3 0.0 0.67
H 3.1040 -5.0579 -2.0769 -0.1 0.4 0.3 0.07
H 2.8576 -6.3579 -4.1154 0.1 0.7 0.2 0.40
H 1.7298 -7.3292 -3.3211 -0.6 0.0 -0.2 0.31
H 0.1804 -5.8713 -4.5654 -0.2 0.2 0.4 0.33
H 1.3709 -4.5626 -4.4299 -0.5 0.1 -0.2 0.32
H -0.8710 -4.6491 -2.4869 0.1 -0.5 -0.1 0.53
H 0.4729 -3.5787 -2.7723 0.0 0.1 0.7 -0.10
O -6.2061 -1.4890 -4.2126 1.0 -0.9 2.3 -0.67
S -5.5858 -2.1010 -2.9957 -3.4 1.5 -0.7 1.17
O -6.4660 -2.9100 -2.0999 2.1 1.3 -1.5 -0.69
C -4.2076 -3.0084 -3.5792 1.5 0.3 1.6 -0.87
C -3.1051 -2.6881 -2.4799 -0.3 -0.3 0.2 -0.40
C -3.1973 -1.2275 -2.0016 -1.7 1.4 -1.2 0.60
C -4.6794 -0.7829 -2.0353 -0.6 -1.5 0.0 -0.74
H -3.9067 -2.6440 -4.5615 -0.3 -0.1 0.1 0.36
H -4.5997 -4.0251 -3.5527 0.6 -0.2 -0.3 0.46
H -3.3249 -3.3102 -1.6123 0.1 -0.2 0.0 0.34
H -2.0830 -2.8924 -2.7986 -0.2 -0.2 -0.2 0.09
H -2.8322 -0.4744 -2.6999 1.3 -0.6 0.0 -0.54
H -2.8793 -0.9552 -0.9952 0.7 -0.7 -0.1 0.24
H -4.8643 0.1229 -2.6127 -0.1 0.0 0.4 0.31
H -5.0493 -0.7653 -1.0102 -0.6 0.1 -0.3 0.33
O -3.3061 4.3361 1.9602 0.9 -0.6 -0.9 -0.70
S -2.3498 4.4979 0.8687 3.8 1.2 -1.1 0.97
O -0.8260 4.3850 1.0823 -4.1 -0.3 -0.1 -0.46
C -2.8029 3.6056 -0.7081 0.1 0.3 0.8 0.06
C -3.7332 4.5831 -1.4124 -1.9 0.6 0.8 -0.93
C -3.0397 5.9440 -1.3929 1.2 -0.8 2.1 -0.53
C -2.5885 6.1250 0.1191 -0.9 0.0 0.2 -0.94
H -3.1568 2.6834 -0.2472 -0.4 -0.3 -0.9 0.52
H -1.9119 3.4943 -1.3261 0.3 -0.4 0.5 -0.23
H -4.1299 4.4257 -2.4153 0.8 -0.9 -0.2 0.38
H -4.6740 4.6577 -0.8670 -0.1 0.0 0.5 0.37
H -3.6895 6.7967 -1.5897 0.3 -0.2 -0.7 0.40
H -2.1927 5.7218 -2.0419 0.2 1.2 -0.2 0.24
H -3.4418 6.5220 0.6690 -0.2 0.0 -0.1 0.40
H -1.7499 6.7287 0.4662 0.2 0.0 -0.8 0.43
C 4.5162 -4.0736 1.7192 -0.4 1.0 1.3 -0.79
C 4.7782 -3.4888 0.4076 0.4 0.0 -2.0 0.93
C 5.7024 -4.2746 -0.4430 1.0 0.1 -0.7 -1.18
O 4.2567 -2.4821 -0.0345 0.0 -0.2 0.8 -0.57
H 3.7956 -4.8904 1.6772 -0.3 0.3 0.0 0.25
H 4.1595 -3.1590 2.1928 -0.7 -0.6 1.0 0.03
H 5.3965 -4.4371 2.2493 0.1 0.0 -0.3 0.42
H 6.0634 -3.6803 -1.2824 -0.4 -0.1 -0.2 0.32
H 5.1475 -5.1526 -0.7737 0.2 -0.2 -0.1 0.19
H 6.5992 -4.5792 0.0965 -0.2 -0.3 0.2 0.44
C 1.8353 3.2383 4.6194 -1.1 -0.2 -0.1 -0.51
C 2.6388 4.4149 5.0218 1.2 1.2 -0.5 0.61
C 4.0045 4.4074 4.3492 0.2 -0.1 0.3 -0.76
O 2.3189 5.2820 5.7957 -0.4 -0.3 0.0 -0.57
H 2.1007 2.5008 5.3768 -0.3 -0.4 -0.1 0.20
H 2.0645 2.8925 3.6114 0.4 -0.2 0.2 -0.02
H 0.7622 3.4273 4.5914 0.0 0.1 0.6 0.41
H 3.8651 3.9316 3.3785 0.5 0.3 -0.1 0.10
H 4.6790 3.7818 4.9338 -0.1 -0.4 0.1 0.20
H 4.5267 5.3641 4.3359 -0.5 0.1 -0.3 0.35
C -3.8054 1.1215 -5.0908 0.1 0.6 -1.1 -0.02
C -3.8694 2.6111 -5.4367 0.2 -1.0 0.5 0.67
C -2.5464 3.1901 -5.8838 -0.5 0.6 0.2 -1.18
O -4.8972 3.2357 -5.3459 0.1 0.3 -0.1 -0.59
H -3.3800 1.0170 -4.0927 -0.2 -0.1 0.0 -0.61
H -3.0981 0.6967 -5.8030 0.2 -0.3 0.2 0.43
H -4.7651 0.6432 -5.2867 0.0 0.0 0.6 0.35
H -2.3979 2.8965 -6.9230 0.1 0.1 -0.1 0.40
H -1.7002 2.8358 -5.2953 -0.1 -0.1 0.1 0.25
H -2.6223 4.2741 -5.7991 0.2 0.0 -0.2 0.32
```
Positions in Å, forces in eV/Å.

Results
HOMO ... -9.28 eV
Energy relative to the best compared isomer or geometry (same formula, charge and spin) ... 482.0 kJ/mol